Record 1
Entry from the OMol25 dataset: C15H42AlF3N7O9P2S2 as an isolated structure (wB97M-V/def2-TZVPD).

Cartesian coordinates (Å):
Al: -1.370618 -0.296512 0.583621
N: -1.763678 -2.510662 2.455811
S: -2.948128 -2.806532 3.368811
O: -2.836378 -2.370802 4.708141
O: -3.776158 -3.950962 3.123921
F: -3.729558 -1.581872 2.634531
S: -0.803678 -3.830922 2.921521
O: -0.791018 -4.979912 1.971641
O: -0.666368 -4.264952 4.309121
F: 0.691172 -3.237472 2.680581
F: -1.145128 -0.635182 -2.343089
O: -2.316638 2.182368 -0.594429
P: -2.885748 3.127928 -1.605339
N: -3.559428 4.592988 -0.805189
C: -3.989318 5.870248 -1.612049
C: -3.442578 4.874998 0.593531
N: -4.163518 2.404228 -2.619709
C: -3.976598 1.277768 -3.484789
C: -5.469208 2.806528 -2.530099
N: -1.696798 3.773278 -2.669459
C: -0.559688 4.413728 -1.975689
C: -2.058368 4.192658 -4.041279
H: -4.674938 6.578478 -1.146809
H: -4.335678 5.524658 -2.586059
H: -3.074898 6.328888 -1.988299
H: -3.980048 5.745368 0.969931
H: -2.412978 5.049578 0.905861
H: -3.863538 4.002538 1.093241
H: -2.968748 1.066548 -3.842149
H: -4.439588 0.433138 -2.974549
H: -4.642408 1.346378 -4.345069
H: -5.631658 3.254808 -3.510289
H: -6.191458 1.990298 -2.545269
H: -5.700958 3.390128 -1.639149
H: 0.328242 4.657998 -2.558799
H: -0.788438 5.402678 -1.578489
H: -0.239418 3.726568 -1.192539
H: -1.307908 4.006338 -4.809519
H: -2.363188 5.239068 -4.026569
H: -2.899568 3.548458 -4.297199
O: 1.198612 -1.517142 -0.041969
P: 2.511122 -2.151682 -0.498729
N: 3.842172 -1.735042 0.588521
C: 3.942972 -0.383862 1.140651
C: 4.417342 -2.812322 1.464891
N: 3.030802 -1.858682 -2.109099
C: 4.462992 -1.980002 -2.471729
C: 2.083132 -2.209612 -3.178759
N: 2.441122 -3.861292 -0.542799
C: 1.187982 -4.668522 -0.531689
C: 3.532992 -4.773172 -0.842439
H: 4.605432 0.110948 0.430421
H: 4.352212 -0.340612 2.149981
H: 2.973282 0.113588 1.122381
H: 4.977622 -2.513632 2.350871
H: 5.233162 -3.379562 1.016811
H: 3.716412 -3.581412 1.789381
H: 4.656352 -1.157262 -3.160069
H: 5.172322 -1.945872 -1.644809
H: 4.586552 -2.950752 -2.951829
H: 2.352912 -3.159292 -3.640739
H: 1.014312 -2.264992 -2.972189
H: 2.433552 -1.588452 -4.003059
H: 1.105012 -5.198452 -1.480579
H: 1.336482 -5.478952 0.181931
H: 0.319052 -4.093352 -0.211959
H: 4.393802 -4.136762 -1.047589
H: 3.290292 -5.501892 -1.615849
H: 3.932162 -5.321322 0.010951
C: -0.135438 -0.870872 5.106601
O: 1.132412 -0.447222 4.680821
C: 1.452872 0.259208 3.579751
O: 0.759342 0.461288 2.553701
O: 2.607892 1.025488 3.747461
C: 3.561932 0.714378 4.789401
H: -0.444028 -1.662622 4.423951
H: -0.852628 -0.072742 5.298221
H: 0.059692 -1.347022 6.067491
H: 4.572712 1.112248 4.699321
H: 3.523752 -0.335122 5.081311
H: 3.103922 1.159508 5.672681

Atoms 1-6, force components in eV/Å:
0.776 -0.306 -1.138
5.147 -2.777 -0.580
-6.687 1.569 1.248
0.504 0.227 0.728
1.204 0.337 -0.312
-0.667 0.049 0.236

The calculation puts the HOMO energy at -10.908 eV. Its charge is +1. For the gap between HOMO and LUMO, the calculation gives 2.085 eV. Its spin multiplicity is 1. For the LUMO energy, the calculation gives -8.82 eV.

Record 2
Entry from the OMol25 dataset: C29H26N3O5S5Ti as an isolated structure (wB97M-V/def2-TZVPD).

Cartesian coordinates (Å):
Ti: 1.427189 -0.070126 -0.147488
O: 2.026983 -1.241372 -4.051229
C: 1.423359 -1.016420 -3.027323
O: 1.992762 -0.817292 -1.862258
C: -0.099775 -1.076676 -2.974627
C: -0.450556 -2.113490 -1.889694
C: -1.891519 -2.586689 -2.037200
C: -2.668749 -1.328858 -1.580371
C: -1.541639 -0.373854 -1.192512
O: -0.509310 -1.288858 -0.701372
C: -0.841523 0.191655 -2.427781
C: 0.141440 1.307660 -2.069802
O: 0.687793 1.975330 -2.913419
O: 0.391263 1.411419 -0.769483
H: -0.462732 -1.364448 -3.957850
H: 0.297262 -2.890226 -1.746716
H: -2.083591 -3.435961 -1.381323
H: -2.110144 -2.887196 -3.061157
H: -3.299054 -1.539746 -0.718299
H: -3.300951 -0.894649 -2.351778
H: -1.791028 0.364404 -0.438326
H: -1.538329 0.590131 -3.162136
C: 3.211021 2.789166 -0.550373
C: 4.084931 1.589791 -0.359052
C: 5.436891 1.651037 -0.561070
C: 6.225663 0.488387 -0.440239
C: 5.627594 -0.686971 -0.099563
C: 4.237394 -0.715168 0.127976
N: 3.470639 0.422110 -0.007057
C: 3.528092 -1.856783 0.593925
C: 3.999758 -3.131457 0.922040
C: 3.156986 -4.037642 1.533648
C: 1.859868 -3.651878 1.923204
C: 1.428117 -2.395255 1.594748
N: 2.209158 -1.580178 0.825058
C: 0.256884 -1.675378 2.058151
C: -0.763442 -2.201366 2.842890
C: -1.725771 -1.343861 3.331499
C: -1.609777 0.023583 3.091527
C: -0.579569 0.501433 2.298717
C: -0.344131 1.973089 2.147474
N: 0.296749 -0.350666 1.726018
H: 3.814126 3.692073 -0.626171
H: 2.511369 2.904376 0.279527
H: 2.608644 2.687300 -1.456447
H: 5.882672 2.596732 -0.835950
H: 7.292885 0.532561 -0.614815
H: 6.200251 -1.597561 0.009031
H: 5.027263 -3.401506 0.717381
H: 3.516150 -5.027382 1.781544
H: 1.240155 -4.320597 2.505091
H: -0.786070 -3.259468 3.064359
H: -2.540258 -1.723998 3.934879
H: -2.306416 0.728143 3.525629
H: -0.345587 2.425403 3.141614
H: -1.105559 2.483351 1.552421
H: 0.624226 2.164705 1.688719
C: -4.829045 0.595331 1.243906
S: -5.367033 0.925006 -0.453205
C: -5.337832 2.672932 -0.449093
C: -4.211114 3.439715 -0.439260
S: -2.573218 2.963496 -0.447205
S: -4.557521 5.167185 -0.367327
C: -6.283135 5.113483 -0.341274
S: -7.250639 6.455939 -0.296190
S: -6.879089 3.504887 -0.373452
H: -4.739092 -0.486035 1.357593
H: -5.556031 0.974717 1.960467
H: -3.856308 1.062482 1.400847

Atoms 1-6, force components in eV/Å:
0.394 0.016 0.208
0.047 0.002 0.029
-0.117 0.043 -0.126
0.116 0.066 -0.024
0.045 -0.094 0.052
-0.046 -0.017 -0.049

The calculation puts the HOMO energy (alpha / beta) at -3.829 / -3.826 eV. Its charge is -1. For the gap between HOMO and LUMO (alpha / beta), the calculation gives 5.287 / 5.284 eV. Its spin multiplicity is 1. For the LUMO energy (alpha / beta), the calculation gives 1.46 / 1.46 eV.

Record 3
Entry from the OMol25 dataset: C34H44As2BaN2OSSe as an isolated structure (wB97M-V/def2-TZVPD).

Cartesian coordinates (Å):
Ba: 0.102919 0.478957 -0.201380
C: 0.094019 0.695457 5.021620
As: -0.543481 -0.172743 3.383220
C: -0.527881 -2.007643 4.091120
C: -2.468981 0.057357 3.677720
C: -3.022981 0.277157 4.929820
C: -4.383581 0.470757 5.088020
C: -5.210381 0.474557 3.979220
C: -4.668381 0.248757 2.728520
C: -3.308881 0.026057 2.565320
As: -2.599481 -0.383143 0.784620
C: -3.473381 1.014957 -0.262280
C: -3.861281 -1.831043 0.360520
H: -0.159081 0.133957 5.922620
H: -0.330281 1.699257 5.085520
H: 1.178919 0.796457 4.980320
H: -1.089981 -2.048343 5.024520
H: 0.492119 -2.347043 4.272620
H: -0.993781 -2.673443 3.364920
H: -2.390181 0.299757 5.807820
H: -4.803181 0.627257 6.072820
H: -6.274881 0.635657 4.089320
H: -5.325581 0.253057 1.863320
H: -4.558781 1.010957 -0.142880
H: -3.249181 0.829857 -1.316380
H: -3.082181 2.000857 -0.003380
H: -4.865681 -1.607943 0.726220
H: -3.528981 -2.764543 0.812620
H: -3.898781 -1.959343 -0.721380
S: 2.696219 1.474957 2.829420
C: 1.833619 0.311357 2.227220
Se: -1.633381 -0.127943 -3.648380
C: -0.831581 -0.027543 -5.372380
C: -0.833281 1.167857 -6.083180
C: -0.302581 1.217857 -7.357680
C: 0.231219 0.079757 -7.940080
C: 0.222919 -1.114043 -7.239080
C: -0.306981 -1.170643 -5.965480
H: -1.257181 2.052857 -5.628580
H: -0.307081 2.150157 -7.907780
H: 0.647819 0.125057 -8.935880
H: 0.630419 -2.011843 -7.689480
H: -0.322481 -2.103643 -5.418580
C: 0.762619 3.446357 -2.507080
C: 0.174219 3.868957 -1.201280
C: -0.207981 5.135557 -0.812680
C: -0.708681 5.019157 0.497820
C: -0.603381 3.686657 0.832920
C: -0.972381 3.028157 2.121920
N: -0.068681 2.978157 -0.202580
H: 1.016619 4.325957 -3.094780
H: 0.049519 2.841957 -3.071780
H: 1.664219 2.844957 -2.348080
H: -0.143181 6.039857 -1.391180
H: -1.091181 5.817157 1.112920
H: -1.375581 3.763957 2.817420
H: -0.096581 2.556557 2.586720
H: -1.736481 2.248657 1.974920
N: 2.552019 0.153957 -0.779280
C: 3.705919 0.117957 -0.624980
C: 5.075519 0.040357 -0.430880
C: 5.605819 -0.226943 0.854520
C: 6.963819 -0.324143 1.027920
C: 7.834419 -0.168543 -0.049780
C: 7.321519 0.099757 -1.317880
C: 5.967619 0.204857 -1.517580
H: 4.925119 -0.340143 1.684620
H: 7.369319 -0.515843 2.013020
H: 8.900619 -0.250143 0.099020
H: 7.996719 0.233057 -2.151780
H: 5.563819 0.412657 -2.497580
C: 1.659919 -2.783443 1.427220
C: 0.681119 -3.827643 0.931920
O: -0.214681 -3.216443 0.035120
C: -0.990681 -4.130943 -0.707580
C: -1.442581 -3.472443 -1.996580
H: 2.367619 -3.222743 2.123620
H: 1.121819 -1.980743 1.925120
H: 2.197919 -2.359043 0.583320
H: 0.126919 -4.278143 1.773820
H: 1.222819 -4.638443 0.417220
H: -1.857281 -4.461943 -0.107780
H: -0.387081 -5.023843 -0.937580
H: -1.939181 -2.527943 -1.787080
H: -2.125081 -4.122343 -2.536680
H: -0.583281 -3.252843 -2.623380

Atoms 1-6, force components in eV/Å:
0.189 -0.072 -0.214
0.128 0.184 0.114
-0.077 -0.104 0.360
0.101 -0.182 -0.025
-0.085 -0.009 -0.082
-0.079 0.032 0.287

The calculation puts the HOMO energy (alpha / beta) at -2.638 / -3.799 eV. Its charge is -1. For the gap between HOMO and LUMO (alpha / beta), the calculation gives 4.213 / 5.377 eV. As for the expectation value of S²: 0.75. Its spin multiplicity is 2. For the LUMO energy (alpha / beta), the calculation gives 1.58 / 1.58 eV.

Record 4
Entry from the OMol25 dataset: a 2-piece molecular cluster, C4H5NO overall (wB97M-V/def2-TZVPD).

Cartesian coordinates (Å):
O: -0.880590 0.210172 -2.106535
C: -0.428163 0.181266 -0.985615
C: 0.120770 -0.910505 -0.152095
C: 0.578086 -0.858092 1.035891
C: 0.343205 0.652847 1.191814
N: -0.257334 1.172559 -0.059831
H: -0.325602 0.830155 2.040197
H: 1.299110 1.147545 1.391784
H: -0.513723 2.132054 -0.238859
H: -0.320018 -2.347674 -0.920451
H: 0.384260 -2.210326 -1.196298

Atoms 1-6, force components in eV/Å:
0.157 -0.028 0.367
-0.047 0.101 -0.064
0.091 -0.222 0.133
-0.166 -0.002 -0.434
0.029 0.211 0.164
-0.084 0.048 -0.187

The calculation puts the HOMO energy at -9.557 eV. For the gap between HOMO and LUMO, the calculation gives 9.537 eV. Its spin multiplicity is 1. For the LUMO energy, the calculation gives -0.02 eV.

Record 5
Entry from the OMol25 dataset: AgBr as an isolated structure (wB97M-V/def2-TZVPD).

Cartesian coordinates (Å):
Ag: -0.114100 -0.976375 -0.501530
Br: 0.114100 0.976375 0.501530

Force components x, y, z for each atom (eV/Å):
-0.391 -3.345 -1.715
0.391 3.345 1.715

The calculation puts the HOMO energy (alpha / beta) at -17.247 / -16.894 eV. Its charge is +1. For the gap between HOMO and LUMO (alpha / beta), the calculation gives 10.849 / 7.091 eV. As for the expectation value of S²: 0.75. Its spin multiplicity is 2. For the LUMO energy (alpha / beta), the calculation gives -6.40 / -9.80 eV.

Record 6
Entry from the OMol25 dataset: C6H10O2 as an isolated structure (wB97M-V/def2-TZVPD).

Cartesian coordinates (Å):
C: 2.006506 -0.424981 0.183757
C: 1.370330 0.811555 -0.390993
C: -0.189412 0.960071 0.346439
C: -1.690098 0.615117 -0.246461
C: -1.797212 -1.093746 0.108892
C: -0.308561 -1.041153 0.063164
H: 2.455640 -0.436878 1.122777
H: 2.840112 -0.558027 -0.652138
H: 1.662110 0.749620 -1.469002
H: 1.896520 1.489616 0.305993
H: -0.305519 2.019418 0.957067
H: -1.625188 0.423944 -1.331500
H: -2.280188 1.370279 0.364913
H: -2.045388 -1.479704 -0.839822
H: -2.537320 -1.428874 0.908378
H: -0.377672 -0.334874 -0.783874
O: 0.910228 -1.703238 0.108226
O: 0.015108 0.061849 1.244191

Atoms 1-6, force components in eV/Å:
-0.671 -2.629 -4.839
-0.964 0.575 1.151
-0.177 6.041 -0.159
0.724 -0.715 1.659
-0.794 1.940 1.294
3.403 0.918 2.191

The calculation puts the HOMO energy at -9.166 eV. For the gap between HOMO and LUMO, the calculation gives 10.168 eV. Its spin multiplicity is 1. For the LUMO energy, the calculation gives 1.00 eV.

Asked for relative energy (zero: lowest compared OMol25 entry of this formula, charge and spin) across the records above, the calculation gives 501.9; 72.7; 192.9; 527.3; 50.8; 811.1 kJ/mol in order.